[1]
The following is a quantum chemistry calculation of an isolated molecule of C5H9NO, from OMol25.

XYZ file:
```
16
Properties=species:S:1:pos:R:3:forces:R:3
C 0.504028 0.201206 -2.168780 1.13 -3.22 -1.44
C -0.353167 0.006464 -0.913952 0.94 -0.65 0.43
C 0.086278 -0.066685 0.375646 0.04 0.08 -2.57
C 1.526241 -0.103992 0.695951 2.47 0.70 0.85
N -0.690991 -0.061820 1.525576 -1.45 -0.36 2.59
C -2.101775 -0.006676 1.525274 -0.04 -1.30 1.04
O -2.758962 -0.041653 0.507557 0.21 0.45 0.83
H 0.414810 1.198505 -2.454135 -0.07 1.85 -0.66
H 1.624150 -0.080061 -2.288932 -1.66 0.52 1.24
H 0.134448 -0.418843 -3.089313 -0.03 1.04 1.79
H -1.395423 -0.088285 -1.166579 -0.08 0.29 0.32
H 1.671756 0.570164 1.612318 0.17 -1.18 -0.98
H 2.202066 0.350529 -0.082158 -1.01 -0.45 0.59
H 1.967785 -1.143743 0.867792 -0.84 1.27 0.10
H -0.181445 -0.219924 2.460577 -1.36 0.48 -2.21
H -2.649800 -0.095186 2.593159 1.57 0.47 -1.91
```
Forces are in eV/Å.

Properties
Highest occupied orbital energy: -8.31 eV
Maximum force: 3.71 eV/Å
Gap between HOMO and LUMO: 9.141 eV
Relative energy (zero: lowest compared OMol25 entry of this formula, charge and spin): 1.940 eV
SMILES: C/C=C(\C)NC=O
Molar mass: 99.13 g/mol

[2]
The following is a quantum chemistry calculation of an isolated molecule of C4H6N2O2, from OMol25.

XYZ file:
```
14
Properties=species:S:1:pos:R:3:forces:R:3
O -1.717485 0.939318 1.406739 -3.26 1.13 1.00
C -0.872638 0.149679 1.502868 3.70 -0.64 -0.45
O -0.795656 -0.886061 2.424955 2.70 -0.08 -3.17
C 0.339698 0.464036 0.473057 1.53 -2.08 -0.65
C 0.779712 -0.748370 -0.481649 -7.84 -0.58 0.53
C 0.189101 -0.290794 -1.781619 0.59 0.15 -3.41
N -0.231553 0.892853 -1.747167 -0.55 1.02 -0.02
N -0.051429 1.471296 -0.472519 -2.70 1.29 -1.13
H 0.031598 -1.376628 2.008402 -2.30 0.85 1.79
H 1.330609 0.815254 0.789803 -0.66 -0.13 1.59
H 1.717273 -0.994128 -0.628470 4.83 -1.20 0.15
H 0.071999 -1.655146 -0.296694 1.79 0.81 0.31
H 0.210232 -0.718822 -2.919264 0.02 0.37 3.32
H -1.001462 1.937512 -0.278442 2.16 -0.90 0.13
```
Forces are in eV/Å.

Properties
Highest occupied orbital energy: -8.99 eV
Maximum force: 7.88 eV/Å
Gap between HOMO and LUMO: 9.422 eV
Relative energy (zero: lowest compared OMol25 entry of this formula, charge and spin): 3.379 eV
SMILES: O=C(O)[C@H]1CC=NN1
Molar mass: 114.10 g/mol

[3]
The following is a quantum chemistry calculation of a structure of composition C3H4O, from OMol25.

XYZ file:
```
8
Properties=species:S:1:pos:R:3:forces:R:3
C -0.543735 -0.440497 -0.655307 0.53 2.24 6.61
C -0.935561 -0.128515 0.786289 2.56 -0.37 -6.10
C 0.774538 0.292384 -0.213781 -1.01 -1.34 -1.57
O 0.207970 0.563461 1.077493 0.46 0.21 0.12
H -0.607107 -1.245202 -1.332616 -0.74 -0.60 -0.60
H -1.737921 0.039655 1.463964 -0.74 -0.56 0.26
H 1.730313 -0.213222 -0.341732 -0.08 -1.18 1.34
H 1.111503 1.131935 -0.784311 -0.97 1.60 -0.06
```
Forces are in eV/Å.

Properties
Highest occupied orbital energy: -8.46 eV
Maximum force: 7.00 eV/Å
Gap between HOMO and LUMO: 9.564 eV
Relative energy (zero: lowest compared OMol25 entry of this formula, charge and spin): 2.551 eV
Molar mass: 56.06 g/mol

What is the formula in the first record? C5H9NO

Number 2 is which compound? C4H6N2O2

Copy entry 2 word for word.
The following is a quantum chemistry calculation of an isolated molecule of C4H6N2O2, from OMol25.

XYZ file:
```
14
Properties=species:S:1:pos:R:3:forces:R:3
O -1.717485 0.939318 1.406739 -3.26 1.13 1.00
C -0.872638 0.149679 1.502868 3.70 -0.64 -0.45
O -0.795656 -0.886061 2.424955 2.70 -0.08 -3.17
C 0.339698 0.464036 0.473057 1.53 -2.08 -0.65
C 0.779712 -0.748370 -0.481649 -7.84 -0.58 0.53
C 0.189101 -0.290794 -1.781619 0.59 0.15 -3.41
N -0.231553 0.892853 -1.747167 -0.55 1.02 -0.02
N -0.051429 1.471296 -0.472519 -2.70 1.29 -1.13
H 0.031598 -1.376628 2.008402 -2.30 0.85 1.79
H 1.330609 0.815254 0.789803 -0.66 -0.13 1.59
H 1.717273 -0.994128 -0.628470 4.83 -1.20 0.15
H 0.071999 -1.655146 -0.296694 1.79 0.81 0.31
H 0.210232 -0.718822 -2.919264 0.02 0.37 3.32
H -1.001462 1.937512 -0.278442 2.16 -0.90 0.13
```
Forces are in eV/Å.

Properties
Highest occupied orbital energy: -8.99 eV
Maximum force: 7.88 eV/Å
Gap between HOMO and LUMO: 9.422 eV
Relative energy (zero: lowest compared OMol25 entry of this formula, charge and spin): 3.379 eV
SMILES: O=C(O)[C@H]1CC=NN1
Molar mass: 114.10 g/mol

What is the relative energy (zero: lowest compared OMol25 entry of this formula, charge and spin) in the first record? 1.940 eV